{"formula": "C4H6O2", "method": "the ωB97M-V functional and the def2-TZVPD basis", "symbols": ["O", "C", "C", "C", "O", "C", "H", "H", "H", "H", "H", "H"], "coordinates": [[2.255, -1.555, -0.042], [1.388, -0.801, 0.342], [0.361, -0.163, -0.551], [-1.733, -0.496, -0.036], [-1.701, 0.861, -0.271], [-0.329, 1.138, -0.035], [1.263, -0.557, 1.422], [0.686, -0.142, -1.600], [-0.623, -0.928, -0.727], [-1.386, -0.672, 1.022], [-0.136, 1.264, 1.046], [-0.045, 2.052, -0.570]], "atomic_forces_ev_per_a": [[-0.61, 0.58, 0.23], [0.14, -0.37, -0.11], [-0.34, -0.07, -0.12], [-0.33, 0.16, 0.38], [0.12, -0.07, 0.06], [0.21, -0.03, 0.00], [0.14, -0.08, -0.19], [-0.04, 0.05, 0.26], [0.77, 0.04, -0.11], [0.03, 0.08, -0.24], [-0.06, -0.05, -0.25], [-0.03, -0.23, 0.10]], "mulliken_charge": [-0.461, 0.068, -0.127, -0.402, -0.250, -0.625, 0.280, 0.414, 0.282, 0.183, 0.336, 0.304], "homo_energy_ev": [-8.9, -8.9], "de_lowest_kj_mol": 550.57, "homo_lumo_gap_ev": [8.20, 8.20]}